1.
This record from OMol25 describes a structure of composition C37H30N10O9V. The level of theory is ωB97M-V/def2-TZVPD.

Atoms and positions in Å:
V  -0.469  -0.957  -0.351
C  -4.482  3.133  -0.370
N  -3.650  1.961  -0.659
C  -2.573  1.530  -0.021
N  -2.198  0.357  -0.527
C  -3.138  0.119  -1.494
N  -4.027  1.065  -1.594
C  -5.916  2.733  -0.126
C  -6.943  3.318  -0.851
C  -8.254  2.886  -0.683
C  -8.541  1.847  0.184
C  -7.511  1.263  0.918
C  -6.208  1.719  0.775
C  -7.790  0.132  1.800
N  -8.906  -0.438  2.082
N  -8.602  -1.502  2.929
C  -7.328  -1.481  3.089
O  -6.734  -0.469  2.405
C  -6.457  -2.372  3.852
C  -6.969  -3.463  4.552
C  -6.105  -4.289  5.250
C  -4.733  -4.051  5.240
C  -4.227  -2.969  4.538
C  -2.753  -2.676  4.455
N  -2.309  -2.612  3.057
C  -1.694  -1.615  2.440
N  -1.533  -1.935  1.159
C  -2.080  -3.183  1.063
N  -2.576  -3.611  2.192
C  -5.093  -2.130  3.854
H  -4.411  3.820  -1.211
H  -4.034  3.613  0.502
H  -2.077  2.087  0.757
H  -3.164  -0.767  -2.103
H  -6.724  4.112  -1.554
H  -9.049  3.348  -1.251
H  -9.549  1.471  0.293
H  -5.415  1.260  1.353
H  -8.033  -3.653  4.535
H  -6.497  -5.133  5.800
H  -4.065  -4.708  5.783
H  -2.147  -3.419  4.970
H  -2.536  -1.697  4.884
H  -1.369  -0.708  2.922
H  -2.112  -3.753  0.149
H  -4.705  -1.274  3.315
C  0.185  -6.103  -2.323
C  0.748  -4.991  -1.486
C  1.367  -3.903  -2.085
C  1.839  -2.829  -1.340
C  2.559  -1.697  -2.026
C  1.705  -2.878  0.057
C  1.161  -4.002  0.695
C  1.129  -4.103  2.196
C  0.676  -5.033  -0.095
C  2.011  -1.654  0.871
O  2.930  -1.446  1.600
O  1.034  -0.716  0.694
H  -0.189  -5.721  -3.273
H  -0.628  -6.613  -1.808
H  0.953  -6.846  -2.544
H  1.469  -3.878  -3.163
H  2.314  -1.669  -3.087
H  3.638  -1.835  -1.938
H  2.340  -0.718  -1.592
H  0.867  -3.154  2.669
H  2.113  -4.378  2.578
H  0.416  -4.863  2.516
H  0.224  -5.893  0.388
O  -0.614  -2.501  -4.043
C  -0.704  -1.454  -3.461
O  -0.784  -1.375  -2.135
C  -0.812  -0.133  -4.168
C  -0.810  1.068  -3.481
C  -1.046  2.240  -4.171
C  -1.253  2.277  -5.535
C  -1.221  1.061  -6.193
C  -1.017  -0.141  -5.546
N  -1.453  1.051  -7.658
O  -1.329  -0.010  -8.225
O  -1.757  2.105  -8.170
N  -1.145  3.493  -3.395
O  -1.193  3.387  -2.179
O  -1.211  4.529  -4.008
H  -0.653  1.125  -2.417
H  -1.440  3.199  -6.063
H  -1.024  -1.071  -6.097

Calculated values
2S+1	3
largest force on an atom	1.0	eV Å⁻¹
frontier orbital gap (spin up / spin down)	6.975 / 7.649	eV
relative energy (zero: lowest compared OMol25 entry of this formula, charge and spin)	46.1	kJ/mol
total charge	+1
HOMO (spin up / spin down)	-11.209 / -11.209	eV
⟨S²⟩	2.011

=====

2.
This record from OMol25 describes a structure of composition C37H30N5O2SiTi. The level of theory is ωB97M-V/def2-TZVPD.

Atoms and positions in Å:
Ti  -0.607  -0.668  0.197
O  2.430  -2.511  2.933
C  2.080  -3.771  2.613
C  2.949  -4.785  3.026
C  2.669  -6.105  2.739
C  1.517  -6.446  2.034
C  0.658  -5.444  1.627
C  0.915  -4.101  1.905
C  -0.042  -3.067  1.446
O  0.324  -1.789  1.571
N  -1.190  -3.400  0.951
N  -1.842  -2.210  0.634
C  -3.129  -2.078  0.902
C  -3.511  -0.748  1.208
C  -4.824  -0.340  1.528
C  -5.060  0.963  1.868
C  -3.995  1.883  1.885
C  -2.742  1.434  1.539
N  -2.476  0.164  1.199
H  1.761  -1.913  2.528
H  3.841  -4.499  3.567
H  3.357  -6.877  3.063
H  1.299  -7.479  1.799
H  -0.240  -5.677  1.071
H  -3.788  -2.934  0.990
H  -5.625  -1.068  1.502
H  -6.064  1.283  2.119
H  -4.140  2.921  2.143
H  -1.901  2.114  1.507
C  -4.280  2.666  -3.094
C  -3.027  2.664  -3.692
C  -2.035  1.799  -3.264
C  -2.270  0.912  -2.211
C  -3.531  0.905  -1.628
C  -4.523  1.774  -2.062
N  -1.226  0.030  -1.751
N  -0.435  -0.253  -2.774
C  0.654  -1.005  -2.420
C  1.590  -1.283  -3.439
C  2.734  -1.975  -3.127
C  2.969  -2.383  -1.804
C  2.052  -2.085  -0.816
C  0.861  -1.388  -1.089
H  -5.052  3.345  -3.430
H  -2.806  3.351  -4.500
H  -1.063  1.811  -3.733
H  -3.769  0.194  -0.859
H  -5.493  1.735  -1.582
H  1.388  -0.940  -4.446
H  3.463  -2.194  -3.899
H  3.882  -2.911  -1.556
H  2.279  -2.366  0.205
C  -0.550  5.440  -1.181
C  -0.581  5.364  0.203
C  -0.197  4.190  0.841
C  0.211  3.064  0.119
C  0.220  3.164  -1.274
C  -0.145  4.336  -1.918
Si  0.713  1.467  1.004
C  2.588  1.286  0.865
C  3.227  1.062  -0.359
C  4.606  0.956  -0.443
C  5.384  1.046  0.704
C  4.773  1.248  1.931
C  3.390  1.375  2.004
H  -0.848  6.352  -1.684
H  -0.900  6.217  0.789
H  -0.210  4.150  1.925
H  0.499  2.301  -1.872
H  -0.136  4.379  -3.000
H  0.506  1.822  2.446
H  2.639  0.946  -1.262
H  5.071  0.780  -1.406
H  6.462  0.951  0.641
H  5.368  1.308  2.834
H  2.927  1.542  2.970

Calculated values
2S+1	3
largest force on an atom	0.6	eV Å⁻¹
frontier orbital gap (spin up / spin down)	6.021 / 6.902	eV
relative energy (zero: lowest compared OMol25 entry of this formula, charge and spin)	67.7	kJ/mol
total charge	-1
HOMO (spin up / spin down)	-3.384 / -5.042	eV
⟨S²⟩	2.043

=====

3.
This record from OMol25 describes a structure of composition C37H31CrF6O3. The level of theory is ωB97M-V/def2-TZVPD.

Atoms and positions in Å:
Cr  0.002  2.685  0.295
O  -1.595  -0.219  -1.763
C  -0.969  0.762  -1.090
O  -1.024  1.946  -1.519
O  -0.311  0.609  -0.029
H  -1.984  0.353  -2.459
F  -0.296  1.784  2.249
C  -0.992  1.548  3.428
C  -0.934  2.491  4.417
C  -1.626  2.275  5.598
C  -2.452  1.163  5.728
C  -2.529  0.231  4.675
C  -1.807  0.431  3.516
H  -0.346  3.386  4.248
H  -1.630  2.979  6.418
H  -2.958  0.977  6.664
H  -3.049  -0.704  4.826
H  -1.895  -0.310  2.730
F  -0.421  -3.203  4.270
C  -1.147  -2.989  3.157
C  -0.469  -2.683  1.992
C  -1.178  -2.441  0.813
C  -2.566  -2.520  0.847
C  -3.227  -2.844  2.034
C  -2.523  -3.119  3.191
H  0.605  -2.556  1.959
H  -0.646  -2.155  -0.080
H  -3.116  -2.297  -0.058
H  -4.305  -2.850  2.120
H  -3.119  -3.380  4.054
F  1.945  2.011  1.158
C  2.812  1.176  1.835
C  2.366  -0.082  2.170
C  3.258  -0.944  2.790
C  4.537  -0.542  3.062
C  4.974  0.745  2.728
C  4.080  1.629  2.146
H  1.370  -0.401  1.887
H  2.926  -1.930  3.091
H  5.347  -1.109  3.503
H  5.991  1.000  2.988
H  4.358  2.619  1.803
F  1.928  1.876  -1.436
C  2.447  0.762  -2.062
C  3.557  0.183  -1.474
C  4.156  -0.851  -2.150
C  3.598  -1.359  -3.322
C  2.496  -0.748  -3.888
C  1.868  0.322  -3.230
H  3.989  0.588  -0.570
H  5.043  -1.276  -1.696
H  4.070  -2.234  -3.748
H  2.035  -1.131  -4.788
H  0.950  0.759  -3.594
F  -1.114  -7.218  -3.036
C  -0.510  -6.072  -2.682
C  0.745  -6.121  -2.117
C  1.347  -4.921  -1.730
C  0.724  -3.721  -2.067
C  -0.562  -3.681  -2.600
C  -1.207  -4.890  -2.858
H  1.114  -7.111  -1.883
H  2.307  -4.878  -1.237
H  1.272  -2.854  -1.713
H  -1.012  -2.723  -2.819
H  -2.212  -4.919  -3.258
F  -3.223  8.297  -2.821
C  -3.002  7.019  -3.129
C  -2.488  6.139  -2.181
C  -2.153  4.848  -2.533
C  -2.378  4.383  -3.828
C  -2.982  5.239  -4.731
C  -3.263  6.558  -4.396
H  -2.297  6.476  -1.170
H  -1.729  4.228  -1.752
H  -2.052  3.392  -4.108
H  -3.216  4.838  -5.708
H  -3.705  7.277  -5.075

Calculated values
2S+1	5
largest force on an atom	3.5	eV Å⁻¹
frontier orbital gap (spin up / spin down)	5.842 / 6.317	eV
relative energy (zero: lowest compared OMol25 entry of this formula, charge and spin)	49.7	kJ/mol
total charge	+1
HOMO (spin up / spin down)	-11.015 / -11.015	eV
⟨S²⟩	6.030

=====

Repeat the third record exactly.
This record from OMol25 describes a structure of composition C37H31CrF6O3. The level of theory is ωB97M-V/def2-TZVPD.

Atoms and positions in Å:
Cr  0.002  2.685  0.295
O  -1.595  -0.219  -1.763
C  -0.969  0.762  -1.090
O  -1.024  1.946  -1.519
O  -0.311  0.609  -0.029
H  -1.984  0.353  -2.459
F  -0.296  1.784  2.249
C  -0.992  1.548  3.428
C  -0.934  2.491  4.417
C  -1.626  2.275  5.598
C  -2.452  1.163  5.728
C  -2.529  0.231  4.675
C  -1.807  0.431  3.516
H  -0.346  3.386  4.248
H  -1.630  2.979  6.418
H  -2.958  0.977  6.664
H  -3.049  -0.704  4.826
H  -1.895  -0.310  2.730
F  -0.421  -3.203  4.270
C  -1.147  -2.989  3.157
C  -0.469  -2.683  1.992
C  -1.178  -2.441  0.813
C  -2.566  -2.520  0.847
C  -3.227  -2.844  2.034
C  -2.523  -3.119  3.191
H  0.605  -2.556  1.959
H  -0.646  -2.155  -0.080
H  -3.116  -2.297  -0.058
H  -4.305  -2.850  2.120
H  -3.119  -3.380  4.054
F  1.945  2.011  1.158
C  2.812  1.176  1.835
C  2.366  -0.082  2.170
C  3.258  -0.944  2.790
C  4.537  -0.542  3.062
C  4.974  0.745  2.728
C  4.080  1.629  2.146
H  1.370  -0.401  1.887
H  2.926  -1.930  3.091
H  5.347  -1.109  3.503
H  5.991  1.000  2.988
H  4.358  2.619  1.803
F  1.928  1.876  -1.436
C  2.447  0.762  -2.062
C  3.557  0.183  -1.474
C  4.156  -0.851  -2.150
C  3.598  -1.359  -3.322
C  2.496  -0.748  -3.888
C  1.868  0.322  -3.230
H  3.989  0.588  -0.570
H  5.043  -1.276  -1.696
H  4.070  -2.234  -3.748
H  2.035  -1.131  -4.788
H  0.950  0.759  -3.594
F  -1.114  -7.218  -3.036
C  -0.510  -6.072  -2.682
C  0.745  -6.121  -2.117
C  1.347  -4.921  -1.730
C  0.724  -3.721  -2.067
C  -0.562  -3.681  -2.600
C  -1.207  -4.890  -2.858
H  1.114  -7.111  -1.883
H  2.307  -4.878  -1.237
H  1.272  -2.854  -1.713
H  -1.012  -2.723  -2.819
H  -2.212  -4.919  -3.258
F  -3.223  8.297  -2.821
C  -3.002  7.019  -3.129
C  -2.488  6.139  -2.181
C  -2.153  4.848  -2.533
C  -2.378  4.383  -3.828
C  -2.982  5.239  -4.731
C  -3.263  6.558  -4.396
H  -2.297  6.476  -1.170
H  -1.729  4.228  -1.752
H  -2.052  3.392  -4.108
H  -3.216  4.838  -5.708
H  -3.705  7.277  -5.075

Calculated values
2S+1	5
largest force on an atom	3.5	eV Å⁻¹
frontier orbital gap (spin up / spin down)	5.842 / 6.317	eV
relative energy (zero: lowest compared OMol25 entry of this formula, charge and spin)	49.7	kJ/mol
total charge	+1
HOMO (spin up / spin down)	-11.015 / -11.015	eV
⟨S²⟩	6.030